Entry 1:
A 2-piece molecular cluster, C11H14Cl2O7 overall at a distorted geometry. Source: the Open Molecules 2025 dataset; level of theory: wB97M-V/def2-TZVPD.

Its SMILES is CC(=O)OC(=O)COC(=O)O/C(Cl)=C(/C)Cl.CC(C)=O. For the frontier orbital gap, the calculation gives 0.346 Eh.

```
! wB97M-V def2-TZVPD RIJCOSX def2/J DEFGRID3
* xyz 0 1
C -5.13682 -2.09607 0.19082
C -3.75824 -2.67265 0.14343
O -3.41017 -3.66138 0.72726
O -2.82153 -1.96327 -0.66010
C -2.43678 -0.78215 -0.02575
O -1.76634 -0.78796 0.96070
C -2.98344 0.44032 -0.70663
O -2.22894 1.60248 -0.45950
C -0.92669 1.45243 -0.70080
O -0.45157 0.70686 -1.51577
O -0.18102 2.33309 0.03253
C 0.34682 1.77178 1.17262
Cl 1.85287 0.99141 0.92081
C -0.24547 1.85576 2.34865
C 0.29786 1.30302 3.61041
Cl -1.75839 2.65583 2.53244
H -5.82487 -2.91938 0.13737
H -5.32942 -1.39350 -0.60402
H -5.24974 -1.57511 1.13366
H -3.13347 0.23597 -1.75613
H -3.96069 0.62612 -0.28351
H 0.46554 2.14273 4.27283
H 1.22362 0.78299 3.45013
H -0.44433 0.66824 4.07288
C 6.08513 -0.37024 -1.92885
C 4.74121 -0.14840 -1.27750
O 4.63237 -0.09014 -0.07490
C 3.55517 -0.00687 -2.20064
H 6.85048 -0.45602 -1.16131
H 6.06723 -1.28796 -2.51838
H 6.32706 0.47013 -2.58106
H 3.44251 -0.91074 -2.80129
H 3.69951 0.84774 -2.86342
H 2.65005 0.14587 -1.62044
*
```

=====

Entry 2:
A 2-piece molecular cluster, C3H10S2 overall at a distorted geometry. Source: the Open Molecules 2025 dataset; level of theory: wB97M-V/def2-TZVPD.

Its expectation value of S² is 0.757. For the frontier orbital gap (spin up / spin down), the calculation gives 0.390 / 0.145 Eh.

```
! wB97M-V def2-TZVPD RIJCOSX def2/J DEFGRID3
* xyz 1 2
C 3.03602 0.67913 -0.53590
S 2.59199 -0.29884 1.00928
H 2.12886 1.06630 -1.03115
H 3.63245 1.49520 -0.25235
H 3.68416 0.02348 -1.19155
H 1.31398 -0.62887 0.98290
C -2.19208 -1.43301 0.22685
S -1.17592 -0.37759 1.05940
C -1.46741 1.05072 0.01170
H -1.93526 -1.67551 -0.79955
H -3.28314 -1.36564 0.49421
H -1.99262 -2.58421 0.66641
H -0.81123 1.91764 0.28007
H -1.00953 0.92937 -1.02399
H -2.52026 1.20181 0.10368
*
```

=====

Entry 3:
C33H32AsFNO6S2SiTi as an isolated structure. Source: the Open Molecules 2025 dataset; level of theory: wB97M-V/def2-TZVPD.

For the frontier orbital gap, the calculation gives 0.263 Eh.

```
! wB97M-V def2-TZVPD RIJCOSX def2/J DEFGRID3
* xyz -1 1
Ti 0.39667 0.98850 -1.62956
O 3.09134 0.77987 -3.72472
S 2.83206 1.15041 -2.33419
O 3.85034 0.71513 -1.37474
O 1.00393 -0.80512 -1.46817
C 3.00126 2.99532 -2.35233
C 3.85146 3.52585 -3.30891
C 4.06538 4.89394 -3.38051
C 3.41749 5.75312 -2.50187
C 2.55213 5.23809 -1.55083
C 2.34695 3.86597 -1.48217
S 1.19412 3.26826 -0.26810
O 1.68469 1.92038 0.08210
O 1.10711 4.22422 0.79382
O -0.08542 3.00626 -0.98184
H 4.32459 2.83885 -3.99988
H 4.73632 5.29494 -4.13077
H 3.58282 6.82156 -2.55843
H 2.03820 5.88073 -0.84829
C -0.52821 -4.25387 -0.18721
Si 0.75317 -3.48847 -1.33535
C 2.39476 -3.28356 -0.50545
C 0.93425 -4.57907 -2.85254
N 0.21041 -1.88890 -1.84729
C -1.01249 -1.48280 -2.31350
C -1.97164 -2.37874 -2.81199
C -3.20001 -1.88347 -3.21477
C -3.47491 -0.52001 -3.15989
C -2.49225 0.35480 -2.70563
C -1.25514 -0.10778 -2.27233
F 0.28386 1.76867 -3.23973
H -0.07160 -5.03711 0.42458
H -1.36335 -4.69790 -0.73250
H -0.93594 -3.49949 0.48869
H 2.80161 -4.25609 -0.21674
H 2.29584 -2.66914 0.38791
H 3.10318 -2.77966 -1.16570
H 1.35709 -5.54713 -2.56730
H 1.61260 -4.10993 -3.56802
H -0.01328 -4.76654 -3.35998
H -1.76806 -3.44066 -2.86774
H -3.95080 -2.57071 -3.58856
H -4.43640 -0.14503 -3.48842
H -2.69581 1.42141 -2.69580
C 2.35608 -2.44873 3.32567
C 2.80613 -1.36963 2.57944
C 1.90982 -0.57112 1.88297
C 0.53853 -0.82798 1.95582
C 0.09595 -1.92227 2.69530
C 0.99993 -2.73132 3.37202
As -0.72331 0.32815 0.99862
C -2.40842 -0.53232 1.47685
C -2.90219 -0.46117 2.78011
C -4.08814 -1.09486 3.11752
C -4.79694 -1.80166 2.15358
C -4.31987 -1.86262 0.85424
C -3.13305 -1.22478 0.51350
C -0.84287 1.82391 2.23678
C 0.11154 2.08571 3.20959
C 0.00143 3.21940 4.00503
C -1.05647 4.09519 3.82799
C -2.01076 3.83967 2.85137
C -1.90122 2.71124 2.05682
H 3.06165 -3.07822 3.85429
H 3.86548 -1.15790 2.50654
H 2.28880 0.23808 1.27811
H -0.95952 -2.15383 2.74653
H 0.63845 -3.58165 3.93767
H -2.35382 0.09159 3.53378
H -4.45981 -1.03615 4.13326
H -5.72442 -2.29570 2.41682
H -4.87031 -2.39875 0.09091
H -2.78459 -1.26267 -0.50737
H 0.94653 1.41219 3.34578
H 0.75553 3.42345 4.75497
H -1.13388 4.98405 4.44186
H -2.83423 4.52689 2.70208
H -2.64034 2.51869 1.28621
*
```